[1]
Computed, not measured: one molecule with the formula C14H13ClO4 in a non-equilibrium geometry, with ωB97M-V with the def2-TZVPD basis set.

electronic energy	-35439.889	eV
maximum force	3.251	eV Å⁻¹
HOMO-LUMO gap	7.86	eV
HOMO	-0.34959	Eh
structure (SMILES)	O=C1C(Cl)=C(OCCCCO)C(=O)c2ccccc21

XYZ file:
```
32
Properties=species:S:1:pos:R:3:forces:R:3:lowdin_charge:R:1
O 2.235 -2.371 1.639 -1.834 1.079 -0.605 0.06
C 1.166 -1.789 1.379 2.568 -1.850 0.740 -0.35
C 0.508 -1.980 0.083 -1.431 0.691 -1.327 -0.42
Cl 1.332 -2.950 -1.167 -0.637 0.811 1.393 0.72
C -0.698 -1.358 -0.228 2.194 -1.460 -1.020 -0.17
O -1.163 -1.688 -1.489 -0.281 1.375 1.082 -0.08
C -1.763 -0.651 -2.322 0.081 1.331 0.553 -0.14
C -0.931 0.663 -2.442 0.529 -0.899 -0.157 -0.15
C 0.433 0.466 -3.124 -0.330 -0.508 0.094 -0.21
C 1.271 1.707 -3.314 0.030 -0.013 1.246 -0.24
O 1.815 2.165 -2.037 -0.166 -0.157 -0.375 -0.10
C -1.346 -0.469 0.815 -1.755 0.376 -0.199 -0.26
O -2.445 0.041 0.663 0.496 -0.499 -0.880 0.12
C -0.685 -0.238 2.108 2.204 -0.276 1.313 -0.08
C -1.192 0.682 3.052 -0.088 0.128 0.507 0.01
C -0.514 0.941 4.270 0.472 -1.257 -0.719 -0.05
C 0.628 0.184 4.590 0.122 0.533 -1.104 -0.06
C 1.166 -0.703 3.647 0.020 -0.492 -0.407 0.00
C 0.548 -0.919 2.393 -1.455 1.561 1.044 -0.08
H -1.936 -1.074 -3.301 0.332 -0.502 -0.139 0.12
H -2.739 -0.390 -1.929 -0.144 -0.046 0.261 0.11
H -0.771 1.086 -1.451 -0.217 0.208 0.012 0.11
H -1.480 1.373 -3.071 -0.269 -0.081 0.369 0.12
H 0.244 0.069 -4.120 0.019 -0.305 -0.198 0.12
H 1.029 -0.281 -2.579 -0.113 0.040 -0.174 0.10
H 0.647 2.512 -3.755 0.546 -0.158 0.546 0.13
H 2.074 1.472 -4.008 0.229 0.138 -0.077 0.11
H 2.238 1.443 -1.517 -0.555 0.505 -1.016 0.09
H -2.145 1.205 2.883 0.622 -0.316 -0.262 0.12
H -0.828 1.691 4.988 -0.342 -0.064 -0.283 0.10
H 1.204 0.414 5.485 -0.304 -0.249 -0.068 0.11
H 2.096 -1.253 3.860 -0.544 0.357 -0.150 0.13
```
Positions in Å, forces in eV/Å.



[2]
Computed, not measured: one molecule with the formula C14H13F2NO4S in a non-equilibrium geometry, with ωB97M-V with the def2-TZVPD basis set.

electronic energy	-40676.569	eV
maximum force	3.132	eV Å⁻¹
HOMO-LUMO gap	9.85	eV
HOMO	-0.36752	Eh
structure (SMILES)	N#CC1(COc2ccc3c(c2C(F)F)[C@@H](O)CS3(=O)=O)CC1

XYZ file:
```
35
Properties=species:S:1:pos:R:3:forces:R:3:lowdin_charge:R:1
N -0.433 1.066 -4.554 -0.264 0.197 1.302 0.16
C -0.578 1.472 -3.477 0.579 0.498 -0.611 -0.17
C -0.712 2.129 -2.169 -0.801 0.123 0.311 -0.38
C 0.571 2.650 -1.473 -1.090 -1.135 0.780 -0.08
O 1.525 1.603 -1.232 0.706 0.246 -0.230 -0.04
C 1.293 0.608 -0.323 -0.129 0.129 0.569 -0.19
C 0.511 -0.477 -0.710 -0.183 -0.917 0.714 0.02
C 0.211 -1.514 0.177 0.920 1.069 0.367 0.02
C 0.732 -1.367 1.477 -1.060 -1.522 -0.006 -0.21
C 1.463 -0.308 1.920 1.161 0.180 -0.656 -0.12
C 1.877 0.644 0.968 -0.842 0.607 -0.491 0.01
C 2.755 1.797 1.359 0.954 -0.892 1.060 -0.33
F 2.029 2.915 1.500 -0.498 1.058 -0.426 0.09
F 3.779 2.019 0.476 -0.588 -0.006 0.107 0.07
C 1.841 -0.369 3.397 0.232 1.335 0.478 -0.34
O 1.080 0.566 4.174 -0.445 0.266 -0.624 -0.02
C 1.629 -1.775 3.940 0.728 -0.044 -0.363 -0.16
S 0.459 -2.524 2.827 -1.963 -2.137 -1.179 0.75
O 0.812 -3.900 2.456 0.036 1.917 0.498 -0.32
O -0.930 -2.320 3.260 1.707 0.188 0.061 -0.32
C -1.930 1.627 -1.329 0.801 0.728 -0.548 -0.06
C -1.969 3.002 -2.014 -0.118 -0.507 0.582 -0.06
H 0.288 3.112 -0.499 0.029 -0.232 -0.592 0.14
H 1.065 3.400 -2.078 0.179 -0.142 -0.135 0.14
H 0.163 -0.562 -1.719 -0.131 0.214 -0.442 0.12
H -0.371 -2.359 -0.161 0.064 -0.096 0.274 0.13
H 3.219 1.636 2.348 -0.043 -0.095 -0.428 0.15
H 2.928 -0.082 3.490 -1.179 -0.216 0.254 0.16
H 0.135 0.575 3.886 1.111 -0.219 0.203 0.13
H 2.611 -2.238 3.931 -0.207 -0.752 -0.394 0.12
H 1.268 -1.851 4.959 -0.307 0.389 0.035 0.12
H -2.540 0.834 -1.766 0.313 0.251 0.074 0.11
H -1.739 1.505 -0.252 -0.252 0.421 -0.569 0.11
H -2.597 3.107 -2.917 0.397 -0.080 0.769 0.12
H -1.924 3.900 -1.353 0.181 -0.825 -0.743 0.12
```
Positions in Å, forces in eV/Å.



[3]
Computed, not measured: C14H13HfN11 as an isolated structure in a non-equilibrium geometry, with ωB97M-V with the def2-TZVPD basis set.

electronic energy	-32386.348	eV
maximum force	2.418	eV Å⁻¹
HOMO-LUMO gap	7.57	eV
HOMO	-0.81927	Eh
total charge	+4

XYZ file:
```
39
Properties=species:S:1:pos:R:3:forces:R:3:lowdin_charge:R:1
Hf -0.401 -0.291 -0.627 1.258 -0.502 0.095 2.01
N 1.406 -0.407 -2.381 0.181 1.073 0.352 0.10
C 2.276 -0.906 -1.321 0.541 -0.793 -0.030 -0.42
N 3.549 -1.007 -1.330 -0.461 -0.114 -0.232 0.24
C 4.143 -1.533 -0.175 -2.031 1.289 0.239 -0.26
N 5.389 -1.811 -0.255 0.903 -0.722 -0.364 0.32
N 3.395 -1.561 1.055 0.179 -0.010 -1.125 0.27
C 2.122 -1.379 0.942 -0.160 -0.641 -0.688 -0.22
N 1.453 -1.218 -0.290 0.833 0.463 0.358 -0.07
C 1.103 -1.229 2.016 0.111 0.263 0.478 -0.14
C 1.292 -1.522 3.360 -0.274 0.614 -1.132 0.10
C 0.289 -1.110 4.237 -0.750 -0.412 0.546 0.08
C -0.900 -0.550 3.769 0.606 0.217 -0.657 0.04
C -1.045 -0.306 2.407 -0.087 -0.206 0.179 -0.06
N -0.059 -0.639 1.537 -0.106 0.026 -0.047 -0.09
H 1.799 0.465 -2.788 -0.191 -0.422 0.207 0.15
H 1.361 -1.038 -3.181 -0.061 -0.344 -0.093 0.14
H 5.916 -1.794 -1.159 -0.784 0.206 0.871 0.20
H 5.898 -2.193 0.534 0.036 -0.001 0.292 0.18
H 2.201 -2.007 3.671 0.190 -0.038 0.199 0.15
H 0.351 -1.280 5.313 0.303 0.004 -0.245 0.16
H -1.657 -0.271 4.470 -0.485 0.141 0.216 0.14
H -1.956 0.154 1.974 0.498 -0.284 0.450 0.14
N -4.324 -0.790 -2.352 0.936 0.428 0.562 0.16
C -3.253 -1.489 -2.038 -0.637 -1.301 -0.300 -0.04
N -2.307 -0.671 -1.581 1.085 -0.115 0.390 -0.06
C -2.881 0.586 -1.664 -0.130 0.516 0.089 -0.32
N -4.096 0.535 -2.095 -0.858 -0.135 -0.594 0.22
C -2.180 1.836 -1.296 0.231 1.516 -0.128 -0.14
C -2.786 3.098 -1.400 0.500 -1.049 0.483 0.05
N -2.125 4.186 -0.991 -1.936 0.629 -0.633 0.19
C -0.932 4.153 -0.495 0.938 -1.945 0.143 0.00
C -0.255 2.913 -0.436 0.696 0.865 0.711 -0.02
N -0.861 1.805 -0.851 -0.829 -1.198 0.049 -0.08
H -5.221 -1.150 -2.708 0.207 0.415 0.075 0.23
H -3.146 -2.571 -2.121 -0.200 0.263 -0.060 0.18
H -3.825 3.142 -1.727 0.234 0.452 -0.088 0.16
H -0.476 5.013 -0.068 0.215 0.877 0.053 0.15
H 0.745 2.839 0.045 -0.697 -0.026 -0.620 0.15
```
Positions in Å, forces in eV/Å.



[4]
Computed, not measured: one molecule with the formula C14H13NOS, with ωB97M-V with the def2-TZVPD basis set.

electronic energy	-29101.872	eV
maximum force	0.645	eV Å⁻¹
HOMO-LUMO gap	8.61	eV
HOMO	-0.28669	Eh
energy above the lowest of the compared OMol25 structures with the same formula, charge and spin	0.2	kcal/mol
structure (SMILES)	CCOc1cccc2c1Nc1ccccc1S2

XYZ file:
```
30
Properties=species:S:1:pos:R:3:forces:R:3:lowdin_charge:R:1
C -3.584 -1.327 1.140 0.380 0.008 0.019 -0.06
C -2.366 -0.656 0.549 -0.332 0.371 -0.258 -0.24
O -2.003 -1.288 -0.690 0.121 0.153 0.070 -0.07
C -0.673 -1.625 -0.785 0.303 -0.217 -0.086 -0.24
C -0.290 -2.952 -0.662 0.180 -0.057 0.040 0.00
C 1.049 -3.326 -0.739 -0.192 0.197 0.015 -0.08
C 2.030 -2.365 -0.932 -0.421 0.195 -0.054 -0.10
C 1.639 -1.041 -1.099 0.085 0.305 0.010 -0.45
C 0.300 -0.657 -1.044 -0.019 -0.220 -0.143 -0.20
N -0.036 0.690 -1.264 0.115 0.019 0.332 0.11
C 0.688 1.631 -0.502 -0.144 0.192 -0.038 -0.26
C 0.042 2.641 0.207 0.644 -0.015 -0.002 -0.02
C 0.805 3.558 0.921 -0.047 -0.221 -0.187 -0.09
C 2.192 3.461 0.949 -0.231 0.038 0.014 -0.09
C 2.838 2.439 0.265 -0.462 0.037 -0.050 -0.09
C 2.082 1.537 -0.471 -0.113 -0.279 -0.094 -0.45
S 2.823 0.241 -1.432 0.063 -0.003 0.072 1.03
H -3.454 -2.404 1.117 -0.039 -0.163 0.105 0.08
H -4.481 -1.065 0.593 -0.171 -0.018 -0.134 0.08
H -3.687 -0.996 2.169 -0.172 -0.021 0.183 0.08
H -1.526 -0.641 1.238 0.195 -0.257 0.064 0.13
H -2.612 0.389 0.342 0.049 0.106 -0.042 0.11
H -1.053 -3.694 -0.483 -0.128 -0.058 0.006 0.12
H 1.310 -4.364 -0.619 0.092 -0.128 -0.020 0.10
H 3.075 -2.618 -0.982 0.153 -0.081 0.045 0.10
H -1.031 0.850 -1.250 -0.118 -0.033 -0.007 0.12
H -1.033 2.712 0.201 -0.198 -0.021 -0.033 0.10
H 0.293 4.338 1.461 0.049 0.159 0.105 0.10
H 2.752 4.185 1.517 0.175 0.052 0.050 0.10
H 3.911 2.348 0.287 0.180 -0.037 0.018 0.10
```
Positions in Å, forces in eV/Å.



[5]
Computed, not measured: C14H14Br6F4O12 as an isolated structure in a non-equilibrium geometry, with ωB97M-V with the def2-TZVPD basis set.

electronic energy	-470436.974	eV
maximum force	5.724	eV Å⁻¹
HOMO-LUMO gap	9.47	eV
HOMO	-0.36645	Eh
energy above the lowest of the compared OMol25 structures with the same formula, charge and spin	57.4	kcal/mol

XYZ file:
```
50
Properties=species:S:1:pos:R:3:forces:R:3:lowdin_charge:R:1
C 0.498 1.464 -3.018 1.668 -0.824 -0.818 -0.05
C 1.109 0.153 -3.659 -2.666 1.427 -0.457 -0.25
O -0.109 -0.349 -4.281 1.006 -1.101 0.186 0.09
C -1.240 0.056 -3.609 1.108 1.775 -1.371 -0.58
O -2.357 -0.260 -3.833 0.510 -0.477 0.416 0.16
O -0.855 1.118 -2.862 -0.791 0.549 0.860 0.04
F 1.494 -0.672 -2.701 0.270 -1.210 1.439 0.05
H 0.713 2.281 -3.707 -0.771 0.161 -0.275 0.13
H 0.922 1.786 -2.067 -0.011 -0.591 0.115 0.13
H 1.930 0.120 -4.375 -0.481 0.789 -0.367 0.17
C 2.457 -3.129 -1.937 0.778 1.881 -2.798 -0.15
C 3.878 -3.591 -2.237 -2.309 1.711 -0.002 -0.31
O 3.756 -4.945 -2.014 2.316 -0.316 -1.873 0.16
C 2.700 -5.196 -1.257 1.421 -4.170 3.655 -0.54
O 2.635 -6.266 -0.643 -1.054 2.986 -1.947 0.14
O 2.054 -4.081 -1.078 -3.470 -1.287 1.657 0.05
F 4.553 -2.952 -1.275 2.614 -0.022 0.908 0.09
H 2.029 -3.088 -2.939 -1.336 -0.565 0.127 0.13
H 2.284 -2.144 -1.503 0.758 -0.344 0.188 0.13
H 4.210 -3.333 -3.243 0.535 -0.354 0.237 0.17
C -3.159 2.584 0.990 0.370 0.506 -0.150 -0.08
C -4.606 2.250 1.235 -0.007 0.517 1.139 -0.27
O -4.682 2.285 2.665 -2.621 -0.539 -0.690 0.16
C -3.517 2.120 3.215 2.567 2.436 0.960 -0.59
O -3.213 2.186 4.371 -0.787 -1.115 -0.400 0.13
O -2.577 2.285 2.256 1.448 -0.616 -0.995 0.04
F -4.887 0.994 0.847 -0.380 -0.282 -0.434 0.07
H -3.002 3.632 0.733 -0.280 0.371 0.535 0.14
H -2.681 2.101 0.138 -0.126 -0.846 0.418 0.10
H -5.343 2.988 0.917 -0.055 -0.423 -0.430 0.17
C 1.119 3.353 2.311 1.060 1.590 0.979 -0.11
C 0.603 3.620 0.965 -0.132 1.292 0.664 -0.29
O 0.212 2.332 0.662 -2.987 0.436 -2.893 0.13
C 1.041 1.478 1.170 3.872 -4.053 -0.469 -0.50
O 1.226 0.307 0.789 -0.917 4.097 1.645 0.08
O 1.836 2.212 2.031 0.500 -3.542 0.636 0.08
F 1.590 4.030 0.060 -1.430 -0.080 0.747 0.07
H 0.253 3.186 2.953 0.030 -0.173 0.297 0.15
H 1.785 4.093 2.755 -0.092 0.028 -0.195 0.16
H -0.256 4.270 1.132 -0.025 0.316 -1.524 0.17
C 0.042 -1.842 4.545 0.648 0.322 1.236 -1.49
Br 1.882 -1.300 3.960 -1.386 -0.574 0.404 0.52
Br -1.042 -0.236 4.880 0.381 -0.791 -0.595 0.58
Br 0.062 -2.893 6.251 0.240 0.506 -0.985 0.50
H -0.400 -2.538 3.832 0.081 0.609 -0.080 -0.08
C -0.909 -2.032 -0.682 -0.051 -0.337 -0.291 -1.41
Br -2.462 -0.840 -0.378 1.036 -0.852 0.273 0.65
Br -1.401 -3.308 -2.155 0.347 0.432 1.261 0.59
Br -0.047 -2.832 0.968 -1.190 0.659 -1.540 0.63
H -0.128 -1.456 -1.178 -0.209 0.088 0.595 -0.07
```
Positions in Å, forces in eV/Å.



[6]
Computed, not measured: one molecule with the formula C14H14BrClN2O3S2, with ωB97M-V with the def2-TZVPD basis set.

electronic energy	-128103.412	eV
maximum force	0.751	eV Å⁻¹
HOMO-LUMO gap	9.23	eV
HOMO	-0.32375	Eh
structure (SMILES)	O=C(CNS(=O)(=O)c1ccc(Br)s1)NCCc1ccc(Cl)cc1

XYZ file:
```
37
Properties=species:S:1:pos:R:3:forces:R:3:lowdin_charge:R:1
O 1.337 1.375 -1.711 0.094 0.185 -0.318 0.04
C 0.495 2.252 -1.670 0.235 0.177 0.038 -0.49
C 0.617 3.435 -0.708 -0.147 -0.122 -0.029 -0.15
N 1.754 3.314 0.164 -0.142 -0.263 0.688 -0.11
S 1.569 2.320 1.493 0.652 -0.081 -0.003 0.60
O 0.202 2.433 1.905 -0.217 -0.079 -0.244 -0.30
O 2.621 2.650 2.401 0.233 -0.053 -0.212 -0.27
C 1.836 0.660 0.940 -0.359 0.387 0.363 -0.60
C 3.014 0.033 0.675 -0.066 0.351 0.219 -0.14
C 2.830 -1.264 0.157 -0.288 -0.058 -0.096 -0.19
C 1.506 -1.565 0.045 -0.261 0.445 0.148 -1.00
Br 0.788 -3.149 -0.619 -0.007 -0.253 -0.065 0.76
S 0.464 -0.298 0.585 0.510 -0.532 -0.034 1.07
N -0.603 2.274 -2.442 -0.425 0.116 -0.247 0.07
C -0.994 1.177 -3.299 -0.058 -0.098 -0.227 -0.16
C -2.415 0.699 -2.973 0.314 0.008 0.106 -0.13
C -2.517 0.165 -1.571 -0.108 0.017 -0.139 -0.24
C -2.366 -1.193 -1.319 -0.034 0.141 0.030 -0.06
C -2.457 -1.693 -0.033 -0.081 0.028 0.168 -0.16
C -2.682 -0.821 1.021 -0.107 0.065 -0.255 -0.72
Cl -2.774 -1.434 2.631 0.004 -0.085 0.211 0.69
C -2.819 0.539 0.796 -0.022 -0.108 0.086 -0.12
C -2.742 1.020 -0.498 -0.009 -0.115 0.009 -0.05
H 0.685 4.375 -1.265 -0.067 -0.087 0.052 0.13
H -0.258 3.463 -0.053 -0.089 0.141 -0.273 0.11
H 2.623 3.130 -0.315 0.200 -0.075 -0.003 0.12
H 3.970 0.491 0.850 0.218 0.094 0.038 0.12
H 3.625 -1.929 -0.126 0.091 -0.126 -0.033 0.11
H -1.259 3.033 -2.343 0.116 0.015 0.097 0.14
H -0.270 0.376 -3.136 -0.060 0.074 -0.069 0.13
H -0.944 1.493 -4.347 0.040 -0.117 0.065 0.12
H -3.108 1.534 -3.105 -0.076 -0.030 -0.067 0.12
H -2.682 -0.082 -3.687 -0.073 0.052 -0.051 0.12
H -2.183 -1.874 -2.136 0.017 -0.077 -0.117 0.12
H -2.350 -2.750 0.150 0.015 -0.081 0.070 0.10
H -2.977 1.213 1.623 -0.011 0.038 0.116 0.11
H -2.875 2.079 -0.669 -0.028 0.107 -0.024 0.11
```
Positions in Å, forces in eV/Å.